#w
Formula: C2H4N2OS
Source: the OMol25 dataset
Level of theory: wB97M-V/def2-TZVPD

Geometry as XYZ:
```
10
Properties=species:S:1:pos:R:3
S 2.889 1.165 -0.364
H -2.123 2.135 -0.273
C 1.790 0.072 -0.224
H -1.483 0.964 1.274
N 0.341 -1.869 -0.141
N 1.360 -0.992 0.070
H -0.415 -1.564 -0.873
O -0.751 0.703 -0.527
H -0.115 -1.947 0.841
C -1.493 1.335 0.218
```

- 2S+1 = 1
- SMILES string = NN=C=S.C=O
- LUMO level (eV) = 0.19
- E_HOMO (eV) = -8.27
- total charge = 0

natural (NBO) population analysis, charges in e, atoms 1 to 8: number 1, S, carries -0.040; number 2, H, carries 0.146; number 3, C, carries 0.201; number 4, H, carries 0.138; number 5, N, carries -0.627; number 6, N, carries -0.284; number 7, H, carries 0.381; number 8, O, carries -0.535



#x
Formula: C2H4N2OS
Source: the OMol25 dataset
Level of theory: wB97M-V/def2-TZVPD

Geometry as XYZ:
```
10
Properties=species:S:1:pos:R:3
H -0.109 -1.887 -0.469
N 0.014 0.243 -1.142
C 0.255 -0.586 1.020
H -0.449 0.784 -1.866
N 1.052 0.364 1.108
O 0.032 2.564 0.177
H -1.544 -0.854 -0.105
C -0.434 -0.829 -0.310
S 0.961 1.403 -0.337
H 0.223 -1.202 1.924
```

- 2S+1 = 1
- LUMO level (eV) = 0.70
- E_HOMO (eV) = -9.61
- total charge = 0

natural (NBO) population analysis, charges in e, atoms 1 to 8: number 1, H, carries 0.221; number 2, N, carries -0.857; number 3, C, carries 0.123; number 4, H, carries 0.423; number 5, N, carries -0.563; number 6, O, carries -0.921; number 7, H, carries 0.224; number 8, C, carries -0.296



#y
Formula: C2H4N2OS
Source: the OMol25 dataset
Level of theory: wB97M-V/def2-TZVPD

Geometry as XYZ:
```
10
Properties=species:S:1:pos:R:3
N 1.850 0.687 0.022
H 3.022 -0.988 0.486
O -1.553 1.266 0.035
H -2.502 0.818 -0.428
N 2.012 -0.651 -0.213
H 0.313 2.104 0.145
H 1.323 -1.331 0.617
C -0.650 0.360 0.037
S -1.013 -1.229 0.005
C 0.557 1.087 -0.010
```

- 2S+1 = 1
- SMILES string = N/N=C\C(O)=S
- LUMO level (eV) = -0.90
- E_HOMO (eV) = -8.95
- total charge = 0

natural (NBO) population analysis, charges in e, atoms 1 to 8: number 1, N, carries -0.131; number 2, H, carries 0.346; number 3, O, carries -0.643; number 4, H, carries 0.510; number 5, N, carries -0.601; number 6, H, carries 0.208; number 7, H, carries 0.356; number 8, C, carries 0.165



Top of the stability list: #x, leading by 27.6 kcal/mol.



#w
Formula: C4H9N2O
Source: the OMol25 dataset
Level of theory: wB97M-V/def2-TZVPD

Geometry as XYZ:
```
16
Properties=species:S:1:pos:R:3
N -2.159 0.741 0.476
H -0.163 1.552 -0.456
C 1.792 0.263 0.250
H -2.270 1.614 1.038
N 2.682 -0.767 0.192
H 2.161 -1.526 -0.229
C -0.822 0.678 -0.154
O 2.019 1.430 0.165
H 3.721 -0.651 -0.176
H -2.951 0.820 -0.222
H -0.101 -0.762 -1.854
H -1.300 -1.297 -0.818
C 0.230 -0.375 0.394
H -2.370 -0.094 1.074
C -0.552 -0.609 -0.901
H 0.082 -1.016 1.221
```

- 2S+1 = 1
- SMILES string = NC(=O)[C@@H]1C[C@H]1[NH3+]
- LUMO level (eV) = -3.90
- E_HOMO (eV) = -13.77
- total charge = +1

natural (NBO) population analysis, charges in e, atoms 1 to 8: number 1, N, carries -0.679; number 2, H, carries 0.313; number 3, C, carries 0.705; number 4, H, carries 0.461; number 5, N, carries -0.821; number 6, H, carries 0.390; number 7, C, carries -0.131; number 8, O, carries -0.559



#x
Formula: C4H9N2O
Source: the OMol25 dataset
Level of theory: wB97M-V/def2-TZVPD

Geometry as XYZ:
```
16
Properties=species:S:1:pos:R:3
H 0.168 2.177 -1.112
C -0.210 -2.097 -0.219
H -0.815 1.903 -0.080
N 1.821 -0.127 -0.043
C -1.881 -0.262 0.178
H 0.465 0.447 1.385
H 1.805 -0.715 -0.945
H -2.666 -1.076 0.510
H 0.781 -2.466 -0.035
C -0.551 -0.828 0.117
O -2.155 0.873 -0.112
H 2.577 0.446 0.094
C 0.561 0.205 0.363
H 0.821 2.449 0.450
N 0.211 1.812 -0.148
H -0.932 -2.743 -0.404
```

- 2S+1 = 1
- SMILES string = C=C(C=O)[C@@H](N)[NH3+]
- LUMO level (eV) = -4.59
- E_HOMO (eV) = -14.84
- total charge = +1

natural (NBO) population analysis, charges in e, atoms 1 to 8: number 1, H, carries 0.434; number 2, C, carries -0.211; number 3, H, carries 0.460; number 4, N, carries -0.796; number 5, C, carries 0.433; number 6, H, carries 0.202; number 7, H, carries 0.402; number 8, H, carries 0.159



Top of the stability list: #w, leading by 10.2 kcal/mol.



#w
Formula: C4H9N2O
Source: the OMol25 dataset
Level of theory: wB97M-V/def2-TZVPD

Geometry as XYZ:
```
16
Properties=species:S:1:pos:R:3
C -0.630 0.266 -0.031
C 1.022 0.946 -0.079
O 1.522 -1.355 0.647
H -3.679 -1.027 -0.711
H -3.481 -0.635 0.808
C 1.943 -0.269 0.288
C -2.012 0.367 -0.107
H 1.289 1.731 0.571
N -2.986 -0.782 -0.015
H -0.176 -0.756 -0.097
H 1.304 1.217 -1.153
H -2.415 1.351 -0.082
N 3.184 0.108 0.061
H 3.517 0.815 -0.597
H -2.418 -1.544 0.197
H 4.018 -0.435 0.301
```

- 2S+1 = 1
- SMILES string = NC(=O)C/C=C/[NH3+]
- LUMO level (eV) = -3.52
- E_HOMO (eV) = -13.62
- total charge = +1

natural (NBO) population analysis, charges in e, atoms 1 to 8: number 1, C, carries -0.129; number 2, C, carries -0.454; number 3, O, carries -0.593; number 4, H, carries 0.452; number 5, H, carries 0.435; number 6, C, carries 0.662; number 7, C, carries -0.146; number 8, H, carries 0.249



#x
Formula: C4H9N2O
Source: the OMol25 dataset
Level of theory: wB97M-V/def2-TZVPD

Geometry as XYZ:
```
16
Properties=species:S:1:pos:R:3
C -1.288 -0.318 -1.148
C 1.801 -0.631 -0.194
H -0.920 -1.339 -0.994
H -1.539 1.304 0.269
H -0.490 0.204 -1.701
C 1.007 -0.954 0.832
H 1.060 -1.844 1.484
H -2.227 -0.144 0.625
N -1.350 0.318 0.227
H -2.208 -0.276 -1.663
O 1.594 0.602 -0.754
H 0.002 0.575 2.086
C 0.010 0.387 0.963
H 2.591 -1.194 -0.707
N 0.743 1.291 0.147
H 1.216 2.020 0.526
```

- 2S+1 = 1
- SMILES string = C[NH2+][C@H]1C=CON1
- LUMO level (eV) = -3.30
- E_HOMO (eV) = -13.68
- total charge = +1

natural (NBO) population analysis, charges in e, atoms 1 to 8: number 1, C, carries -0.428; number 2, C, carries 0.142; number 3, H, carries 0.242; number 4, H, carries 0.440; number 5, H, carries 0.251; number 6, C, carries -0.353; number 7, H, carries 0.272; number 8, H, carries 0.447



#y
Formula: C4H9N2O
Source: the OMol25 dataset
Level of theory: wB97M-V/def2-TZVPD

Geometry as XYZ:
```
16
Properties=species:S:1:pos:R:3
H -1.034 -1.887 -1.350
C -1.072 0.048 1.334
C 1.154 0.542 -0.136
H 0.060 -0.850 -1.884
H 1.393 2.061 -1.362
C -0.687 -0.859 -1.149
H -0.350 0.340 2.133
C -0.296 -0.714 0.279
N 2.179 0.098 0.341
H -1.893 0.747 1.130
H -1.654 -0.704 1.923
O 2.872 -0.789 0.594
N 0.672 1.621 -0.854
H -1.719 -0.368 -1.311
H 0.050 2.259 -0.366
H 0.325 -1.545 0.678
```

- 2S+1 = 1
- LUMO level (alpha / beta) (eV) = -6.46 / -6.46
- E_HOMO (alpha / beta) (eV) = -14.69 / -14.69
- total charge = +1

natural (NBO) population analysis, charges in e, atoms 1 to 8: number 1, H, carries 0.286; number 2, C, carries -0.722; number 3, C, carries 0.318; number 4, H, carries 0.273; number 5, H, carries 0.414; number 6, C, carries -0.720; number 7, H, carries 0.263; number 8, C, carries 0.088



Top of the stability list: #w, leading by 17.5 kcal/mol.



#w
Formula: C4H9N2O
Source: the OMol25 dataset
Level of theory: wB97M-V/def2-TZVPD

Geometry as XYZ:
```
16
Properties=species:S:1:pos:R:3
H -0.634 2.446 0.139
H -3.528 0.732 0.060
C 1.338 1.402 0.030
N -0.084 1.663 -0.132
C -0.431 -1.963 -0.047
H -0.844 -2.098 -1.107
O -3.066 -0.024 -0.220
N -0.049 -0.548 0.024
C 1.392 -0.163 0.078
C -0.687 0.517 -0.095
H 1.977 1.870 0.895
H 0.403 -2.588 0.101
H 1.627 1.773 -0.863
H -1.178 -1.895 0.766
H 2.054 -0.453 -0.695
H 1.708 -0.669 1.067
```

- 2S+1 = 1
- LUMO level (eV) = -7.33
- E_HOMO (eV) = -14.83
- total charge = +1

natural (NBO) population analysis, charges in e, atoms 1 to 8: number 1, H, carries 0.455; number 2, H, carries 0.451; number 3, C, carries -0.229; number 4, N, carries -0.603; number 5, C, carries -0.404; number 6, H, carries 0.252; number 7, O, carries -0.591; number 8, N, carries -0.399



#x
Formula: C4H9N2O
Source: the OMol25 dataset
Level of theory: wB97M-V/def2-TZVPD

Geometry as XYZ:
```
16
Properties=species:S:1:pos:R:3
H -1.114 1.257 1.609
H 0.642 2.660 0.180
H -1.589 -0.504 -1.415
C 0.458 1.646 0.096
H 3.042 -0.366 0.661
H 0.968 -0.727 -1.213
O 2.493 -0.954 0.013
C -1.375 -1.203 -0.602
N 1.474 1.053 -0.351
H -0.740 -0.971 1.417
C -0.789 0.931 0.634
H -0.641 -1.935 -0.717
H -1.441 1.466 -0.106
H -2.247 -1.689 -0.206
C 1.601 -0.218 -0.543
N -0.742 -0.446 0.544
```

- 2S+1 = 1
- SMILES string = CNCC=[N+]=CO
- LUMO level (eV) = -4.74
- E_HOMO (eV) = -13.78
- total charge = +1

natural (NBO) population analysis, charges in e, atoms 1 to 8: number 1, H, carries 0.259; number 2, H, carries 0.220; number 3, H, carries 0.215; number 4, C, carries 0.273; number 5, H, carries 0.524; number 6, H, carries 0.205; number 7, O, carries -0.554; number 8, C, carries -0.412



Top of the stability list: #x, leading by 96.1 kcal/mol.



#w
Formula: C4H10N4O
Source: the OMol25 dataset
Level of theory: wB97M-V/def2-TZVPD

Geometry as XYZ:
```
19
Properties=species:S:1:pos:R:3
H 1.974 1.467 -2.029
C 0.252 -1.289 -0.470
H -0.450 1.763 -2.329
H -1.491 1.227 -1.108
C 1.682 0.810 -1.215
H -0.287 -1.741 -1.300
O -1.304 1.009 1.042
C -0.266 0.335 0.968
H -1.971 -2.051 1.601
H 1.294 -1.556 -0.340
H 1.104 -0.167 2.410
N -0.419 -1.179 0.739
C 0.389 0.548 -0.923
N 0.920 0.548 1.712
N -0.670 1.025 -1.671
H -2.370 -0.827 0.598
N -1.768 -1.651 0.690
H 2.483 0.343 -0.658
H 0.899 1.387 2.283
```

- 2S+1 = 1
- LUMO level (eV) = -0.30
- E_HOMO (eV) = -8.42
- total charge = 0

natural (NBO) population analysis, charges in e, atoms 1 to 8: number 1, H, carries 0.187; number 2, C, carries -0.064; number 3, H, carries 0.370; number 4, H, carries 0.398; number 5, C, carries -0.370; number 6, H, carries 0.230; number 7, O, carries -0.660; number 8, C, carries 0.771



#x
Formula: C4H10N4O
Source: the OMol25 dataset
Level of theory: wB97M-V/def2-TZVPD

Geometry as XYZ:
```
19
Properties=species:S:1:pos:R:3
H 2.166 -1.950 -1.365
H 1.265 0.199 1.964
H 2.594 -0.608 -0.488
N 2.005 -0.959 -1.231
N -0.420 0.389 0.748
C 0.396 0.849 -0.415
H -0.256 -0.407 2.654
H 0.337 -0.205 -3.015
H -2.341 -0.192 1.266
C 0.201 0.393 2.069
O -0.045 -1.348 -0.062
H 0.038 1.351 2.565
N 0.659 1.992 -0.653
N -0.019 -0.872 -2.341
H -2.208 0.632 -0.304
C -1.862 0.626 0.726
H -2.103 1.575 1.207
H -1.024 -0.783 -2.267
C 0.616 -0.683 -1.059
```

- 2S+1 = 1
- LUMO level (alpha / beta) (eV) = -1.13 / -0.23
- E_HOMO (alpha / beta) (eV) = -8.46 / -8.80
- total charge = 0

natural (NBO) population analysis, charges in e, atoms 1 to 8: number 1, H, carries 0.380; number 2, H, carries 0.221; number 3, H, carries 0.367; number 4, N, carries -0.854; number 5, N, carries -0.231; number 6, C, carries 0.227; number 7, H, carries 0.221; number 8, H, carries 0.373



Top of the stability list: #w, leading by 10.2 kcal/mol.



#w
Formula: C5H15N2
Source: the OMol25 dataset
Level of theory: wB97M-V/def2-TZVPD

Geometry as XYZ:
```
22
Properties=species:S:1:pos:R:3
H 1.325 1.386 -1.708
H 0.700 1.379 0.672
N -1.484 -0.259 -1.216
H -0.324 -0.375 3.680
C -0.191 -0.184 -1.378
H -1.900 -1.125 -0.987
H -1.938 0.598 -1.111
C 0.310 0.906 -2.168
H 1.464 -0.110 1.079
N 0.637 0.385 0.697
H -0.565 -1.055 1.382
H -1.281 0.552 1.001
H 0.577 -1.756 -2.389
H 0.588 0.649 -3.204
H 1.769 -1.343 -1.202
H 0.881 0.566 3.044
C -0.148 0.404 3.043
C 0.699 -1.460 -1.372
H -0.575 1.289 3.361
H -0.441 1.653 -2.188
C -0.461 0.044 1.575
H 0.358 -2.144 -0.613
```

- 2S+1 = 1
- LUMO level (eV) = -3.49
- E_HOMO (eV) = -14.08
- total charge = +1

natural (NBO) population analysis, charges in e, atoms 1 to 8: number 1, H, carries 0.264; number 2, H, carries 0.377; number 3, N, carries -0.707; number 4, H, carries 0.230; number 5, C, carries 0.544; number 6, H, carries 0.425; number 7, H, carries 0.414; number 8, C, carries -0.713



#x
Formula: C5H15N2
Source: the OMol25 dataset
Level of theory: wB97M-V/def2-TZVPD

Geometry as XYZ:
```
22
Properties=species:S:1:pos:R:3
N -2.438 1.649 -0.770
H -0.766 -1.030 -1.277
H -2.473 1.509 -1.776
H 0.456 0.580 1.598
H 2.166 1.747 0.464
H -2.988 -0.517 0.017
H 1.137 1.145 -0.864
C 1.800 0.851 -0.051
C 1.177 -0.019 1.029
H -2.215 -1.104 1.490
H 1.040 -1.742 -0.264
H -2.317 -2.103 0.109
H 3.092 0.291 -1.596
C -0.856 -0.795 -0.213
H -2.212 2.630 -0.634
H 1.921 -0.434 1.698
H 0.164 -1.918 1.269
N 2.964 0.183 -0.604
H 3.829 0.300 -0.104
C 0.357 -1.248 0.429
C -2.124 -1.055 0.408
H -1.714 1.080 -0.360
```

- 2S+1 = 1
- LUMO level (eV) = -6.97
- E_HOMO (eV) = -12.80
- total charge = +1

natural (NBO) population analysis, charges in e, atoms 1 to 8: number 1, N, carries -1.011; number 2, H, carries 0.238; number 3, H, carries 0.376; number 4, H, carries 0.211; number 5, H, carries 0.211; number 6, H, carries 0.308; number 7, H, carries 0.194; number 8, C, carries -0.241



#y
Formula: C5H15N2
Source: the OMol25 dataset
Level of theory: wB97M-V/def2-TZVPD

Geometry as XYZ:
```
22
Properties=species:S:1:pos:R:3
H -1.239 -0.560 2.276
H -2.751 0.589 -1.581
N 3.184 0.791 0.442
H 0.898 0.320 0.183
C -1.454 0.248 1.580
C -0.686 -0.895 -0.467
H 3.281 -0.030 -0.144
H -3.001 1.469 -0.113
C -1.839 -0.322 0.179
C -2.241 0.978 -0.703
H -1.335 1.498 -0.978
H -0.536 0.828 1.514
H 1.349 -2.084 -0.183
C 0.626 -0.349 -0.649
H -2.697 -0.973 0.212
H 1.768 -1.725 -1.652
H 0.675 0.275 -1.551
H 3.852 0.715 1.202
H -2.219 0.913 1.970
N 1.764 -1.318 -0.714
H -0.912 -1.937 -0.704
H 3.514 1.572 -0.119
```

- 2S+1 = 1
- LUMO level (eV) = -6.61
- E_HOMO (eV) = -13.29
- total charge = +1

natural (NBO) population analysis, charges in e, atoms 1 to 8: number 1, H, carries 0.234; number 2, H, carries 0.229; number 3, N, carries -1.100; number 4, H, carries 0.328; number 5, C, carries -0.571; number 6, C, carries 0.394; number 7, H, carries 0.380; number 8, H, carries 0.252



Top of the stability list: #w, leading by 37.3 kcal/mol.